1.
The following is a DFT calculation (ωB97M-V with the def2-TZVPD basis set) of 15 unconnected molecules or ions with the total composition C15H60N30O15.

The geometry in ORCA input format:
```
! RIJCOSX wB97M-V def2-TZVPD def2/J DEFGRID3
* xyz 1 2
C 3.2966 4.8823 0.2708
O 4.5105 4.7214 0.2642
N 2.4413 4.0222 -0.1470
N 2.7518 5.9861 0.7986
H 2.7919 3.0783 -0.2255
H 1.5257 4.3015 -0.4690
H 2.0455 6.5597 0.3604
H 3.4095 6.5019 1.3655
C -4.7696 -1.5504 0.0046
O -4.4044 -2.6965 0.0343
N -4.0648 -0.5709 -0.3082
N -5.9942 -1.1770 0.2773
H -4.4241 0.3725 -0.2772
H -3.1872 -0.5920 -0.8077
H -6.1303 -0.1765 0.2539
H -6.6283 -1.8624 0.6623
C 0.9040 1.4583 -4.0550
O 1.7906 0.6840 -4.4781
N 0.6144 1.5136 -2.7877
N 0.3810 2.2699 -4.9385
H 1.0342 0.8625 -2.1397
H -0.1523 2.0818 -2.4570
H -0.0911 2.9853 -4.4043
H 0.7568 2.4298 -5.8622
C 2.8780 -3.2803 0.2513
O 3.6818 -2.7173 -0.4280
N 2.0551 -2.7044 1.0872
N 2.6731 -4.5908 0.2474
H 2.0436 -1.6945 1.0810
H 1.3989 -3.1786 1.6909
H 1.8711 -4.9319 0.7578
H 3.3830 -5.1734 -0.1732
C 0.7110 -1.2957 3.9641
O 0.2429 -2.0562 3.1677
N 1.9672 -1.1503 4.1081
N -0.0374 -0.6891 4.8640
H 2.3334 -0.4745 4.7633
H 2.6252 -1.4934 3.4229
H 0.3322 0.0039 5.4990
H -1.0379 -0.8267 4.8658
C -2.3804 -4.1337 -2.5678
O -1.7458 -5.1295 -2.5896
N -3.6074 -4.0972 -2.9758
N -1.9668 -2.9047 -2.3380
H -4.2199 -4.8991 -2.9330
H -3.9292 -3.1429 -3.0514
H -0.9750 -2.9003 -2.1471
H -2.5678 -2.1481 -2.6321
C 3.8704 1.1522 -1.5066
O 2.9262 0.8239 -0.7950
N 4.4683 2.3619 -1.4753
N 4.3712 0.4163 -2.4390
H 5.1707 2.6527 -2.1402
H 4.1677 3.1706 -0.9500
H 3.9981 -0.5221 -2.4558
H 5.2365 0.6797 -2.8884
C -3.1532 0.8785 4.4561
O -2.3909 0.9490 5.4137
N -2.7893 1.2238 3.2692
N -4.3941 0.6678 4.5452
H -1.8094 1.3578 3.0645
H -3.5057 1.2961 2.5609
H -5.0237 0.6650 3.7555
H -4.6408 0.2220 5.4174
C 4.8242 0.2388 2.3729
O 5.5745 0.0580 3.2304
N 4.8716 -0.3556 1.2145
N 3.7836 0.9026 2.3565
H 5.5524 -1.0627 0.9764
H 4.0835 -0.3841 0.5835
H 3.5316 1.5866 3.0555
H 3.3144 0.9104 1.4621
C -0.8314 -5.1744 1.6005
O 0.3408 -5.2508 1.5690
N -1.5782 -6.0937 2.0750
N -1.4866 -4.2529 1.0478
H -2.5803 -5.9711 2.0456
H -1.2532 -6.9606 2.4786
H -0.9776 -3.4476 0.7123
H -2.4263 -3.9454 1.2539
C 1.3064 -2.8600 -3.8500
O 1.4042 -4.0504 -3.8881
N 0.5976 -2.2654 -4.7206
N 1.9767 -2.0865 -3.0216
H 0.4622 -1.3358 -4.3497
H 0.2103 -2.7321 -5.5282
H 1.7828 -1.0968 -2.9668
H 2.3225 -2.5325 -2.1840
C 0.7535 2.8424 3.1420
O -0.0893 2.0100 3.0200
N 0.9517 3.8079 2.3119
N 1.5554 2.9554 4.1605
H 0.1979 3.7786 1.6403
H 1.5220 4.6378 2.3902
H 2.2098 3.7246 4.1426
H 1.2352 2.3963 4.9383
C -2.6205 0.6367 -3.7620
O -2.1561 -0.5348 -3.9779
N -2.7857 1.0830 -2.5702
N -3.0723 1.3913 -4.6338
H -2.1518 0.7288 -1.8682
H -3.1581 2.0210 -2.5308
H -3.8938 1.9720 -4.5443
H -2.8949 1.1060 -5.5863
C -1.8180 3.3528 -0.5658
O -0.5986 3.2721 -0.5812
N -2.4988 2.7800 0.3225
N -2.4416 4.0656 -1.4832
H -2.1459 2.0502 0.9250
H -3.3392 3.2251 0.6624
H -1.9994 4.4960 -2.2828
H -3.4355 3.9052 -1.5646
C -0.2660 -0.3716 0.0165
O 0.0040 -0.8555 -1.1121
N -1.2922 -0.8159 0.7081
N 0.4302 0.4813 0.6779
H -1.7929 -1.6532 0.4468
H -1.2800 -0.5639 1.6861
H 0.1484 1.0503 1.4634
H 1.2785 0.7143 0.1816
*
```

- <S²> = 0.755
- HOMO energy (alpha / beta) (eV) = -10.7 / -10.7
- energy above the lowest of the compared OMol25 structures with the same formula, charge and spin (kcal/mol) = 67.8
- energy (Ha) = -3378.8917

2.
The following is a DFT calculation (ωB97M-V with the def2-TZVPD basis set) of a gas-phase ion, CH2NO2 (charge -1).

The geometry in ORCA input format:
```
! RIJCOSX wB97M-V def2-TZVPD def2/J DEFGRID3
* xyz -1 1
N 0.3778 -0.0319 -0.6995
C -0.2505 0.2531 0.5842
O 0.3984 0.0616 1.6196
O -1.4445 0.6360 0.4519
H -0.3453 -0.3984 -1.2943
H 1.2640 -0.5204 -0.6618
*
```

- SMILES = NC(=O)[O-]
- HOMO energy (eV) = -3.6
- energy above the lowest of the compared OMol25 structures with the same formula, charge and spin (kcal/mol) = 1.5
- energy (Ha) = -244.6149

3.
The following is a DFT calculation (ωB97M-V with the def2-TZVPD basis set) of a molecular structure, C11H13N2O6Zn.

The geometry in ORCA input format:
```
! RIJCOSX wB97M-V def2-TZVPD def2/J DEFGRID3
* xyz 1 1
O 0.2186 2.7632 -2.8955
C 0.3626 3.8278 -3.2955
Zn 0.1302 -1.0298 -2.1337
C 0.0967 -3.1952 -2.5802
O 0.1646 -4.3062 -2.8213
C 0.8552 -0.0362 -4.0649
O 0.8872 0.4967 -5.1530
C 1.7593 0.1607 -2.9455
O 2.7875 0.7200 -2.7475
C -1.7722 0.1503 -2.1276
O -2.6445 0.8849 -2.0445
H -0.1542 -1.0660 -3.6270
C -1.7989 -1.7656 0.7431
N -0.9431 -0.8356 1.4642
C -1.4827 -0.2063 2.6579
C -0.3532 0.3460 3.4856
C 0.5225 1.2479 2.6564
N 0.9393 0.5454 1.4545
C 2.0510 1.1039 0.7079
C 0.1841 -0.4016 0.8655
O 0.5640 -0.9017 -0.2629
H -1.2263 -2.6437 0.4192
H -2.2488 -1.2939 -0.1444
H -2.5949 -2.0864 1.4230
H -2.1873 0.5997 2.3870
H -2.0416 -0.9720 3.2030
H 0.2439 -0.4767 3.8924
H -0.7598 0.9084 4.3290
H 1.4298 1.5325 3.1976
H -0.0190 2.1735 2.3942
H 1.7123 1.7784 -0.0928
H 2.6744 1.6718 1.4051
H 2.6431 0.3057 0.2508
*
```

- HOMO energy (alpha / beta) (eV) = -11.0 / -11.4
- energy above the lowest of the compared OMol25 structures with the same formula, charge and spin (kcal/mol) = 54.8
- energy (Ha) = -2766.8515

4.
The following is a DFT calculation (ωB97M-V with the def2-TZVPD basis set) of a molecular structure, C4H4IrO5.

The geometry in ORCA input format:
```
! RIJCOSX wB97M-V def2-TZVPD def2/J DEFGRID3
* xyz 1 5
O 0.6646 -0.7330 2.2194
C -0.6538 -0.2626 1.9866
O -0.6628 0.8544 1.3542
Ir -0.5118 -2.2374 2.0481
O -0.4026 0.4079 -1.6015
C -1.3230 -0.6303 -1.6914
C 0.7620 0.2915 -0.8138
O -2.4759 -0.2229 -1.9031
O -0.9659 -1.7961 -1.4215
C 0.7162 1.0760 0.4907
H 1.5839 0.6677 -1.4394
H 1.0147 -0.7617 -0.6358
H 1.4885 1.2227 1.2564
H 0.7659 2.1238 0.1511
*
```

- <S²> = 6.027
- HOMO energy (alpha / beta) (eV) = -14.1 / -15.2
- energy above the lowest of the compared OMol25 structures with the same formula, charge and spin (kcal/mol) = 81.6
- energy (Ha) = -634.7333